82
Properties=species:S:1:pos:R:3:forces:R:3 method="wB97M-V/def2-TZVPD" homo_ha=-0.4592 max_force_ev_per_a=0.3 homo_lumo_gap_ev=7.368 charge=+2 e_tot_ha=-8557.6980 e_lumo_ha=-0.188
Sr 0.5515 1.7399 -0.7589 -0.24 0.07 0.19
Br -5.9408 0.7485 -3.8286 -0.03 0.00 -0.01
C -4.2018 0.8425 -3.1483 -0.02 -0.02 0.02
C -3.8363 0.0799 -2.0507 0.03 0.04 -0.01
C -2.5441 0.2193 -1.5806 -0.02 0.00 0.05
N -1.6332 1.0245 -2.1348 0.04 -0.04 -0.07
C -1.9905 1.7441 -3.2123 0.03 0.04 0.04
C -3.2741 1.6887 -3.7355 0.00 0.00 -0.01
C -0.9491 2.6347 -3.8113 0.02 -0.04 0.05
C -1.0894 3.1506 -5.0891 0.00 0.00 -0.03
C -0.0977 3.9833 -5.5878 0.01 0.01 0.00
Br -0.2588 4.6938 -7.3084 0.00 0.01 -0.03
C 1.0078 4.2764 -4.8073 -0.03 -0.03 0.03
C 1.0680 3.7031 -3.5506 0.02 -0.01 -0.03
N 0.1251 2.9016 -3.0533 -0.01 0.02 -0.08
H -4.5349 -0.5888 -1.5707 -0.01 -0.01 0.01
H -2.2227 -0.3285 -0.7002 0.00 -0.02 -0.02
H -3.5693 2.3009 -4.5737 0.01 0.01 0.00
H -1.9377 2.9060 -5.7098 0.00 -0.01 0.01
H 1.7976 4.9205 -5.1636 0.01 0.01 0.00
H 1.9247 3.8961 -2.9128 0.01 0.01 0.00
N 2.7685 4.0973 1.4494 0.00 0.04 0.02
C 3.4859 3.1364 0.8355 -0.04 -0.02 0.06
N 2.9765 2.2618 -0.0040 0.11 -0.08 -0.08
C 3.9673 1.3835 -0.4490 -0.07 0.00 -0.04
C 5.1979 1.6069 0.0579 0.01 -0.06 0.02
S 5.1736 2.9437 1.1415 0.01 0.05 0.00
C 3.6306 0.3463 -1.4388 -0.07 0.03 0.02
C 4.5203 -0.4208 -2.1041 0.05 0.05 -0.02
S 3.7239 -1.4373 -3.2398 -0.01 -0.08 0.02
C 2.2163 -0.7846 -2.7380 0.01 0.11 0.03
N 2.2945 0.1222 -1.7881 0.16 -0.02 0.04
N 1.0528 -1.1295 -3.3463 -0.08 -0.14 0.04
H 1.7793 4.2008 1.2655 0.00 0.00 0.01
H 3.2256 4.8005 2.0015 -0.01 0.01 -0.01
H 6.1140 1.0753 -0.1323 0.00 -0.02 -0.01
H 5.5937 -0.4263 -2.0260 0.02 0.01 0.01
H 1.0068 -2.0440 -3.7672 -0.03 0.01 -0.03
H 0.2001 -0.8320 -2.8970 0.00 0.00 -0.01
C 0.0851 3.0784 3.5703 0.03 0.02 -0.01
N -1.3053 3.0336 3.1534 -0.02 0.05 -0.01
C -1.7604 3.3996 1.9535 0.00 -0.06 0.01
S -0.7312 4.0054 0.7298 0.06 0.01 0.00
N -3.0766 3.2992 1.7412 0.01 0.05 0.02
C -3.7527 3.7252 0.5249 -0.02 -0.01 -0.03
H 0.1625 2.5738 4.5295 0.00 0.01 0.01
H 0.4343 4.1057 3.6761 0.00 0.00 -0.01
H 0.7156 2.5548 2.8536 0.00 -0.01 0.03
H -1.9797 2.7634 3.8521 0.00 -0.04 -0.02
H -3.6633 3.0608 2.5257 0.00 -0.03 -0.01
H -3.7438 4.8099 0.4209 0.02 -0.01 0.00
H -4.7811 3.3759 0.5755 0.00 0.02 0.00
H -3.2679 3.2872 -0.3458 -0.02 -0.01 0.00
C -3.2460 -3.9032 2.0357 0.02 0.01 0.01
C -2.4779 -3.5497 3.3030 0.00 -0.01 0.02
C -1.6195 -2.3029 3.1538 -0.03 0.00 0.01
N -0.5529 -2.5553 2.1849 -0.03 -0.07 0.05
C 0.0936 -1.6500 1.4817 0.23 0.00 0.05
S -0.2792 0.0097 1.6110 0.00 -0.07 -0.19
N 1.0985 -2.0636 0.6424 -0.03 0.19 0.05
C 1.4874 -3.3765 0.2505 -0.12 -0.09 -0.14
O 1.7108 -3.5673 -0.9189 0.07 0.11 -0.01
C 1.6443 -4.4166 1.2928 0.04 0.00 0.01
C 1.3509 -5.7368 0.9557 -0.02 0.01 0.00
C 1.5301 -6.7393 1.8937 0.00 0.00 0.02
C 2.0287 -6.4291 3.1528 0.01 0.02 -0.01
C 2.3494 -5.1170 3.4812 0.00 -0.02 -0.01
C 2.1534 -4.1067 2.5550 -0.06 0.04 0.00
H -3.8519 -4.7953 2.1823 0.00 -0.01 0.00
H -2.5749 -4.0971 1.1965 0.00 0.00 -0.01
H -3.9153 -3.0892 1.7523 -0.01 0.01 -0.02
H -1.8482 -4.3897 3.6139 0.00 0.01 0.01
H -3.1728 -3.3750 4.1257 0.01 -0.01 0.00
H -1.1724 -2.0158 4.1079 0.00 0.01 0.00
H -2.2096 -1.4601 2.7943 0.00 -0.02 0.00
H -0.2262 -3.5119 2.1362 -0.01 -0.04 -0.02
H 1.4130 -1.3614 -0.0166 -0.02 0.01 0.01
H 0.9844 -5.9615 -0.0369 0.00 0.00 -0.01
H 1.2924 -7.7635 1.6417 0.00 -0.01 0.00
H 2.1792 -7.2156 3.8798 0.00 -0.01 0.01
H 2.7605 -4.8862 4.4543 0.00 0.00 0.00
H 2.4132 -3.0839 2.8006 -0.01 0.01 0.00

***

60
Properties=species:S:1:pos:R:3:forces:R:3 method="wB97M-V/def2-TZVPD" homo_ha=-0.0790 max_force_ev_per_a=1.9 homo_lumo_gap_ev=6.116 charge=-2 e_tot_ha=-3368.3529 e_lumo_ha=0.146
Rb 1.7511 -0.4886 -0.5572 -0.11 -1.68 0.91
S -0.0834 -2.1747 3.2581 0.38 -0.26 0.35
C -1.3010 -1.5677 2.3004 -0.75 0.40 -0.08
N -1.2244 -0.9826 1.1337 0.41 -0.15 -0.26
C -2.4373 -0.6408 0.5966 -0.40 -0.04 0.15
C -2.6348 -0.0607 -0.6593 0.12 -0.13 0.01
C -3.9249 0.1700 -1.1089 -0.04 -0.02 -0.08
C -5.0318 -0.1507 -0.3242 -0.05 0.02 0.09
C -4.8563 -0.6967 0.9426 0.03 0.04 -0.07
C -3.5676 -0.9341 1.3945 -0.05 -0.02 0.07
S -3.0451 -1.6342 2.8952 0.45 -0.09 -0.27
H -1.7741 0.1720 -1.2723 -0.02 0.00 -0.03
H -4.0687 0.5879 -2.0980 0.02 0.03 0.01
H -6.0345 0.0279 -0.6951 0.01 0.02 -0.02
H -5.7086 -0.9401 1.5667 -0.01 0.00 -0.02
N 4.6973 -0.8726 -1.1013 0.12 0.13 -0.13
C 5.2069 -0.1165 0.0481 -0.32 0.15 0.00
C 4.3332 1.1537 0.3013 0.50 0.12 0.16
O 4.5457 1.7627 1.3637 0.08 -0.06 -0.09
O 3.5143 1.4466 -0.6098 0.25 0.39 0.03
H 5.4583 -1.1819 -1.6904 -0.01 -0.13 0.00
H 4.1682 -0.1904 -1.6482 0.23 0.00 -0.04
H 6.2373 0.2305 -0.0886 -0.02 0.03 0.02
H 5.1836 -0.7260 0.9540 0.02 0.04 0.01
O 1.0794 5.0216 -4.0467 0.11 0.08 -0.16
C 1.3342 3.6816 -3.9621 0.03 0.02 -0.05
O 1.7336 3.1082 -4.9319 -0.02 -0.10 -0.01
C 1.0701 3.0734 -2.6461 -0.05 0.06 0.31
C 1.2543 3.6459 -1.3962 -0.06 -0.24 -0.03
Cl 1.8482 5.1992 -0.9763 0.03 0.04 -0.04
N 0.8460 2.7698 -0.4598 0.01 0.49 -0.42
N 0.3732 1.6613 -1.0522 -0.38 0.19 0.02
C 0.5299 1.7904 -2.3502 -0.24 0.17 -0.39
C 0.0365 0.6170 -3.2454 0.04 0.38 0.07
O -0.7772 0.9201 -4.1232 0.06 0.00 0.02
O 0.4992 -0.4959 -2.9010 -0.23 0.00 -0.33
C 0.8393 2.8487 0.9573 -0.21 0.01 0.44
C 1.9280 3.3240 1.6710 0.09 0.03 -0.18
C 1.8723 3.3376 3.0562 -0.07 -0.01 0.04
C 0.7552 2.8580 3.7227 0.02 0.06 -0.01
C -0.3241 2.3674 2.9996 -0.02 -0.01 0.06
C -0.2888 2.3673 1.6175 -0.01 0.02 -0.17
H 0.8182 5.3717 -3.1884 -0.06 -0.06 0.11
H 2.8362 3.6116 1.1653 0.02 -0.08 -0.04
H 2.7332 3.6868 3.6109 0.02 -0.04 -0.01
H 0.7345 2.8435 4.8056 -0.01 -0.01 0.00
H -1.1898 1.9684 3.5125 0.00 -0.04 -0.03
H -1.1124 1.9753 1.0352 0.01 -0.04 0.03
S 1.4025 -5.2533 -0.2752 0.28 0.14 0.13
C -0.2097 -5.0359 0.0837 0.19 -0.38 -0.52
N -0.9884 -4.2796 -0.7488 -0.20 0.19 0.22
C -2.3398 -4.2307 -0.6942 -0.12 0.09 0.02
C -3.0127 -4.9393 0.2445 -0.14 0.04 0.10
C -2.2648 -5.6616 1.2045 0.16 0.07 -0.06
C -0.9071 -5.7067 1.1271 -0.24 0.09 0.21
H -0.5007 -3.7135 -1.4306 0.07 -0.06 -0.06
H -2.8312 -3.6046 -1.4252 0.08 0.07 0.01
H -4.0896 -4.9059 0.2848 -0.03 0.08 -0.01
H -2.7822 -6.1669 2.0101 0.02 -0.05 0.00
H -0.3087 -6.2477 1.8433 0.01 0.00 0.01